Entry 1:
{
  "formula": "C25H31ClCsI2N4O5S2",
  "method": "the ωB97M-V functional and the def2-TZVPD basis",
  "symbols": ["Cs", "C", "C", "N", "N", "C", "S", "S", "C", "C", "C", "C", "C", "C", "C", "C", "C", "C", "C", "C", "C", "O", "H", "H", "H", "H", "H", "H", "H", "H", "H", "H", "H", "H", "H", "H", "I", "C", "I", "H", "H", "Cl", "C", "C", "O", "O", "H", "H", "O", "O", "C", "C", "N", "C", "C", "N", "C", "C", "H", "H", "H", "H", "H", "H", "H", "H", "H", "H", "H", "H", "H"],
  "xyz": [[-1.745, 0.447, -1.311], [-1.456, 3.649, 0.921], [-1.107, 2.710, 2.035], [-1.904, 1.717, 2.203], [-1.888, 0.908, 3.248], [-1.783, -0.348, 3.221], [-1.522, -1.407, 1.862], [-2.023, -1.212, 4.756], [-1.418, 0.008, 5.977], [-2.346, 1.137, 6.326], [-1.942, 2.037, 7.308], [-2.732, 3.122, 7.633], [-3.940, 3.324, 6.987], [-4.352, 2.429, 6.017], [-3.560, 1.342, 5.689], [0.029, 3.041, 2.888], [-0.170, 2.966, 4.265], [0.788, 3.364, 5.171], [2.013, 3.817, 4.684], [2.259, 3.853, 3.339], [1.294, 3.477, 2.356], [1.572, 3.516, 1.121], [-2.267, 3.248, 0.313], [-1.774, 4.595, 1.364], [-0.571, 3.838, 0.323], [-1.190, -0.600, 6.858], [-0.486, 0.409, 5.572], [-0.996, 1.891, 7.810], [-2.407, 3.817, 8.393], [-4.556, 4.174, 7.240], [-5.292, 2.577, 5.506], [-3.882, 0.654, 4.923], [-1.139, 2.645, 4.625], [0.584, 3.343, 6.234], [2.779, 4.147, 5.380], [3.224, 4.186, 2.974], [0.863, -1.137, 0.458], [0.247, -3.160, 0.191], [-0.614, -3.460, -1.723], [-0.490, -3.400, 0.946], [1.139, -3.772, 0.254], [-4.283, 2.279, -2.467], [-3.209, 3.344, -3.359], [-1.808, 2.706, -3.627], [-0.944, 3.515, -3.983], [-1.690, 1.484, -3.457], [-3.079, 4.256, -2.778], [-3.677, 3.583, -4.314], [2.136, -2.061, -1.091], [3.094, -1.460, -1.805], [2.721, 1.518, -3.844], [1.528, 0.934, -3.057], [1.486, 1.516, -1.733], [2.751, 1.310, -1.064], [3.847, 2.135, -1.775], [3.276, 2.642, -3.050], [2.193, 3.618, -2.766], [1.203, 2.934, -1.800], [2.411, 1.908, -4.815], [3.504, 0.769, -3.977], [1.674, -0.143, -2.957], [0.585, 1.140, -3.565], [3.006, 0.241, -1.130], [2.655, 1.625, -0.024], [4.718, 1.520, -2.009], [4.155, 2.992, -1.173], [4.016, 3.102, -3.587], [1.683, 3.866, -3.700], [2.634, 4.520, -2.338], [0.199, 3.095, -2.187], [1.286, 3.338, -0.787]],
  "homo_lumo_gap_ha": [0.2001, 0.2001],
  "spin_multiplicity": 1,
  "de_lowest_kcal_mol": 61.60,
  "mol_weight_g_mol": 953.85,
  "largest_force_ev_per_a": 2.88,
  "homo_energy_ev": [-3.878, -3.878],
  "total_charge": -1
}


Entry 2:
{
  "formula": "C25H31F3N3PSc",
  "method": "the ωB97M-V functional and the def2-TZVPD basis",
  "symbols": ["Sc", "C", "N", "C", "C", "C", "N", "C", "C", "H", "H", "H", "H", "H", "H", "H", "H", "H", "H", "H", "H", "H", "H", "H", "H", "F", "C", "F", "F", "N", "P", "C", "C", "C", "C", "C", "C", "C", "C", "C", "C", "C", "C", "C", "C", "C", "C", "C", "C", "H", "H", "H", "H", "H", "H", "H", "H", "H", "H", "H", "H", "H", "H", "H"],
  "xyz": [[-0.409, 1.800, -0.323], [2.847, 1.724, -0.568], [1.802, 2.486, 0.139], [1.806, 2.097, 1.563], [2.056, 3.933, 0.011], [0.832, 4.740, 0.402], [-0.358, 4.259, -0.316], [-1.563, 4.924, 0.198], [-0.237, 4.547, -1.758], [3.836, 1.950, -0.156], [2.839, 1.989, -1.625], [2.634, 0.662, -0.473], [2.743, 2.390, 2.049], [1.676, 1.019, 1.637], [0.988, 2.588, 2.101], [2.327, 4.136, -1.025], [2.911, 4.228, 0.629], [1.010, 5.802, 0.192], [0.638, 4.658, 1.473], [-1.516, 6.007, 0.042], [-1.666, 4.734, 1.267], [-2.437, 4.535, -0.322], [0.014, 5.602, -1.919], [-1.174, 4.311, -2.251], [0.540, 3.935, -2.220], [-3.249, 0.537, 0.598], [-2.605, 1.611, 0.824], [-3.421, 2.446, 1.360], [-1.694, 2.013, -1.708], [0.117, -0.014, -0.136], [-0.146, -1.559, -0.071], [-0.227, -2.179, 1.629], [-0.598, -1.314, 2.654], [-0.698, -1.770, 3.959], [-0.425, -3.100, 4.249], [-0.047, -3.969, 3.234], [0.054, -3.511, 1.929], [1.159, -2.545, -0.837], [0.918, -3.432, -1.880], [1.968, -4.152, -2.437], [3.256, -3.989, -1.954], [3.504, -3.104, -0.909], [2.460, -2.386, -0.354], [-1.690, -2.056, -0.868], [-2.494, -3.082, -0.378], [-3.666, -3.423, -1.040], [-4.037, -2.744, -2.191], [-3.240, -1.718, -2.682], [-2.072, -1.372, -2.023], [-0.793, -0.273, 2.421], [-0.983, -1.091, 4.752], [-0.500, -3.458, 5.267], [0.175, -5.003, 3.461], [0.364, -4.190, 1.144], [-0.087, -3.564, -2.260], [1.777, -4.841, -3.249], [4.072, -4.553, -2.387], [4.509, -2.984, -0.527], [2.649, -1.706, 0.470], [-2.216, -3.612, 0.523], [-4.289, -4.219, -0.654], [-4.950, -3.012, -2.705], [-3.531, -1.183, -3.577], [-1.463, -0.558, -2.394]],
  "homo_lumo_gap_ha": 0.2867,
  "spin_multiplicity": 1,
  "mol_weight_g_mol": 506.47,
  "largest_force_ev_per_a": 0.55,
  "homo_energy_ev": -11.382,
  "total_charge": 1
}


Entry 3:
{
  "formula": "C25H31F6IN3O9PS",
  "method": "the ωB97M-V functional and the def2-TZVPD basis",
  "symbols": ["C", "C", "C", "O", "O", "C", "C", "C", "C", "I", "C", "O", "C", "C", "C", "C", "N", "N", "N", "C", "O", "C", "C", "P", "S", "C", "C", "O", "H", "H", "H", "H", "H", "H", "H", "H", "H", "H", "H", "H", "H", "H", "H", "H", "H", "H", "H", "H", "H", "C", "C", "O", "C", "O", "C", "F", "F", "F", "H", "H", "H", "H", "H", "C", "C", "O", "C", "O", "C", "F", "F", "F", "H", "H", "H", "H", "H"],
  "xyz": [[3.920, -0.127, -0.337], [3.171, 0.980, -1.109], [3.227, 2.277, -0.377], [4.076, 3.104, -0.560], [2.283, 2.451, 0.591], [1.035, 2.921, 0.073], [-0.137, 2.353, 0.857], [-0.877, 1.277, 0.137], [-0.610, -0.028, 0.127], [0.896, -0.959, 1.201], [-1.434, -0.939, -0.714], [-0.939, -1.851, -1.335], [-2.880, -0.590, -0.766], [-3.876, -1.567, -0.816], [-3.625, -3.043, -0.783], [-4.152, -3.855, -2.032], [-5.276, -4.723, -1.719], [-3.084, -4.737, -2.525], [-4.572, -2.954, -3.097], [-5.189, -1.117, -0.853], [-6.178, -2.057, -0.777], [-5.495, 0.230, -0.890], [-4.496, 1.193, -0.872], [-5.063, 2.907, -0.831], [-5.500, 3.527, 0.969], [-3.178, 0.775, -0.791], [-2.041, 1.722, -0.686], [-2.028, 2.814, -1.217], [4.109, 0.148, 0.697], [3.351, -1.051, -0.347], [4.873, -0.331, -0.815], [3.641, 1.127, -2.075], [2.145, 0.665, -1.297], [0.938, 2.640, -0.977], [1.020, 4.008, 0.118], [0.168, 1.981, 1.833], [-0.828, 3.174, 1.029], [-2.571, -3.250, -0.698], [-4.092, -3.431, 0.124], [-4.930, -5.641, -1.475], [-5.811, -4.360, -0.942], [-2.365, -4.188, -2.980], [-2.635, -5.219, -1.752], [-5.293, -3.447, -3.607], [-3.812, -2.776, -3.740], [-6.789, -1.935, -1.512], [-6.534, 0.532, -0.907], [-6.183, 2.846, -1.670], [-4.127, 3.698, -1.483], [5.538, 5.901, 0.207], [4.336, 6.314, 1.019], [4.677, 7.313, 2.011], [4.731, 8.561, 1.587], [4.524, 8.973, 0.484], [5.072, 9.492, 2.772], [6.064, 8.993, 3.514], [3.992, 9.634, 3.552], [5.433, 10.690, 2.328], [6.337, 5.551, 0.862], [5.259, 5.098, -0.465], [5.925, 6.735, -0.380], [3.948, 5.475, 1.591], [3.535, 6.697, 0.388], [3.091, -7.069, 2.507], [2.552, -6.962, 1.099], [1.107, -6.953, 1.092], [0.532, -5.789, 1.337], [1.060, -4.741, 1.560], [-1.002, -5.942, 1.248], [-1.424, -7.035, 1.883], [-1.365, -6.036, -0.044], [-1.604, -4.881, 1.773], [2.684, -7.949, 3.006], [4.177, -7.154, 2.482], [2.828, -6.191, 3.096], [2.824, -7.831, 0.505], [2.918, -6.071, 0.592]],
  "smiles": "CCC(=O)OCCC1=C(I)C(=O)c2c(CC(N)(N)N)c(O)cc([PH2]=S)c2C1=O.CCOC(=O)C(F)(F)F.CCOC(=O)C(F)(F)F",
  "homo_lumo_gap_ha": 0.2727,
  "spin_multiplicity": 1,
  "mol_weight_g_mol": 821.47,
  "largest_force_ev_per_a": 1.27,
  "homo_energy_ev": -8.760,
  "total_charge": 0
}


Entry 4:
{
  "formula": "C25H31FN5O2PtS2",
  "method": "the ωB97M-V functional and the def2-TZVPD basis",
  "symbols": ["Pt", "C", "N", "C", "C", "C", "C", "C", "N", "C", "C", "C", "C", "C", "C", "H", "H", "H", "H", "H", "H", "H", "H", "H", "H", "H", "C", "O", "H", "H", "H", "C", "S", "C", "O", "H", "H", "H", "H", "H", "H", "C", "C", "C", "N", "N", "C", "N", "S", "H", "H", "H", "H", "H", "H", "H", "F", "C", "C", "C", "C", "C", "C", "H", "H", "H", "H"],
  "xyz": [[-0.031, -0.031, 0.007], [1.263, 2.743, 0.315], [0.750, 1.714, -0.594], [1.116, 1.705, -1.846], [0.835, 0.571, -2.616], [0.908, 0.218, -3.967], [0.382, -1.066, -4.063], [0.002, -1.456, -2.771], [0.300, -0.486, -1.907], [0.222, 3.630, 0.941], [-0.807, 4.174, 0.184], [-1.740, 5.014, 0.772], [-1.640, 5.328, 2.121], [-0.609, 4.795, 2.880], [0.314, 3.943, 2.291], [1.972, 3.342, -0.263], [1.834, 2.242, 1.100], [1.639, 2.565, -2.254], [1.294, 0.829, -4.767], [0.273, -1.659, -4.955], [-0.481, -2.368, -2.462], [-0.893, 3.931, -0.869], [-2.542, 5.430, 0.176], [-2.363, 5.993, 2.576], [-0.521, 5.044, 3.930], [1.117, 3.520, 2.886], [3.048, -0.436, -0.026], [1.858, -0.743, 0.657], [3.505, 0.496, 0.331], [2.894, -0.341, -1.107], [3.782, -1.236, 0.123], [1.103, -3.623, 1.744], [0.394, -3.082, 0.200], [-0.753, -4.430, -0.024], [-0.609, -1.947, 0.553], [1.528, -4.612, 1.576], [0.322, -3.658, 2.502], [1.886, -2.918, 2.004], [-0.183, -5.349, -0.156], [-1.336, -4.229, -0.920], [-1.405, -4.493, 0.846], [-4.135, 1.380, 4.335], [-3.074, 2.336, 3.789], [-1.858, 1.607, 3.323], [-1.564, 1.415, 2.097], [-0.423, 0.664, 1.935], [0.155, 0.302, 3.065], [1.303, -0.372, 3.098], [-0.715, 0.873, 4.440], [-5.018, 1.935, 4.645], [-3.768, 0.825, 5.200], [-4.432, 0.663, 3.568], [-2.793, 3.071, 4.546], [-3.451, 2.883, 2.925], [1.738, -0.551, 2.166], [1.712, -0.639, 3.974], [-5.850, 1.152, -1.516], [-4.566, 0.897, -1.210], [-4.282, -0.070, -0.267], [-2.953, -0.323, 0.050], [-1.933, 0.386, -0.573], [-2.246, 1.348, -1.519], [-3.571, 1.609, -1.847], [-5.090, -0.612, 0.206], [-2.731, -1.071, 0.798], [-1.474, 1.910, -2.026], [-3.833, 2.353, -2.587]],
  "homo_lumo_gap_ha": 0.3032,
  "spin_multiplicity": 1,
  "de_lowest_kcal_mol": 28.36,
  "mol_weight_g_mol": 711.77,
  "largest_force_ev_per_a": 0.78,
  "homo_energy_ev": -10.987,
  "total_charge": 1
}


- What is the formula in the fourth record?
  C25H31FN5O2PtS2